The following is a DFT calculation (ωB97M-V/def2-TZVPD) of a molecular structure, C20H19AsN2O6S3Ti at a distorted geometry.

2S+1 ... 2
Maximum force ... 1.546 eV/Å
HOMO (spin up / spin down) ... -4.43 / -4.58 eV
Frontier orbital gap (spin up / spin down) ... 6.78 / 6.94 eV
Expectation value of S² ... 0.76
Energy above the lowest of the compared OMol25 structures with the same formula, charge and spin ... 12.8 kcal/mol
LUMO energy (spin up / spin down) ... 2.3508 / 2.3516 eV
Charge ... -1

CARTESIAN COORDINATES (ANGSTROEM)
As  3.53418  0.22542  -1.30520
Ti  0.37685  0.91152  -1.11839
S  -0.72637  2.47170  -3.44872
S  -2.52952  0.22765  -2.87608
S  0.31622  -1.37489  -2.61133
O  2.18168  1.05106  -1.84032
O  2.16746  0.83357  1.39632
O  0.75819  -0.45678  0.25651
O  1.15942  4.03092  1.30432
O  -1.68202  0.91336  0.36439
O  0.45893  2.71184  -0.36441
N  -5.33557  -3.12738  1.39535
N  -1.84978  -5.31638  1.55872
C  -1.08220  -1.83929  -1.70127
C  3.41401  -1.42713  -0.33857
C  -0.51908  2.37597  1.75916
C  0.47777  3.12442  0.86927
C  -3.38281  -1.48967  -0.96795
C  -1.03085  -2.93536  -0.82366
C  -3.30806  -2.56976  -0.09496
C  -2.10711  -3.30127  -0.03514
C  -2.30720  -1.12925  -1.76412
C  -1.84871  2.20019  0.99819
C  -2.62253  0.50635  2.46413
C  1.03195  0.40710  1.18582
C  -2.98333  1.93134  1.98301
C  -1.41995  0.17131  1.57785
C  -4.42317  -2.89174  0.73419
C  4.39198  -0.31118  -2.94408
C  -1.12298  1.18309  -2.52077
C  -1.97460  -4.41765  0.85224
C  -0.14634  0.88009  2.03976
C  4.68684  1.48214  -0.43500
H  5.62736  1.00709  -0.15692
H  -3.00977  2.66759  2.78578
H  5.36735  -0.75744  -2.75129
H  4.86513  2.29238  -1.14075
H  2.68336  -2.04480  -0.86051
H  3.10734  -1.25705  0.68613
H  4.49539  0.55784  -3.59045
H  0.10998  0.72008  3.08729
H  -1.29153  -0.87968  1.33793
H  3.73902  -1.03849  -3.42576
H  -4.29180  -0.90410  -1.00939
H  -2.03606  2.94804  0.23221
H  -2.36185  0.46423  3.52202
H  -3.94395  1.94417  1.46867
H  4.41079  -1.86961  -0.39491
H  -3.43584  -0.19713  2.28867
H  -0.64761  2.93096  2.68696
H  4.16823  1.86044  0.44255
H  -0.10882  -3.49584  -0.75748